A cluster of 2 separate species, C4H10NO3P2 in total, computed with ωB97M-V with the def2-TZVPD basis set.

Summary:
**E_LUMO (alpha / beta)**: 3.67 / 2.30 eV
**HOMO energy (alpha / beta)**: -0.032 / -4.857 eV
**Molar mass**: 182.08 g mol⁻¹
**2S+1**: 3
**Orbital gap (alpha / beta)**: 3.70 / 7.16 eV
**Total charge**: -1

Structure (XYZ):
```
20
Properties=species:S:1:pos:R:3:forces:R:3:lowdin_charge:R:1
C -1.565349 1.540639 -0.659295 -1.8 -0.7 1.5 -0.647
C -2.790483 1.450731 0.274081 2.1 -0.8 1.2 -0.099
C 0.693330 0.883940 -0.993180 1.6 -1.7 -1.0 -0.278
C 1.910532 0.122773 -0.307529 -1.5 0.6 0.4 -0.365
N -0.566611 0.729413 -0.291114 1.3 0.7 -0.1 -0.366
O 1.991623 -1.465744 1.856321 1.4 -1.1 1.9 -0.547
O -1.576163 2.268136 -1.616991 0.4 1.1 -1.6 0.025
O 2.432623 -4.325850 -0.468309 0.8 0.3 0.8 -0.124
P -0.527420 0.193912 1.375276 -0.7 -1.4 1.0 0.644
P 1.128372 -1.224455 0.685878 -0.8 1.0 -1.2 0.474
H -2.883231 0.356775 0.584400 -0.3 1.7 0.0 0.035
H -2.565469 2.154749 1.134140 -0.6 -1.1 -0.7 0.080
H -3.611089 1.787953 -0.272965 -1.5 0.6 -0.8 0.034
H 0.911464 1.902437 -1.254203 0.0 0.7 0.4 0.094
H 0.623805 0.405108 -1.977917 -0.3 -0.1 0.0 0.102
H 2.478175 0.723009 0.416959 -0.2 -0.1 -0.2 0.063
H 2.572129 -0.378190 -0.975997 0.5 0.2 -0.9 0.034
H 1.500215 -4.490120 -0.450094 -1.0 -0.2 -0.3 -0.009
H 2.517100 -3.791768 0.348316 0.2 -0.1 -0.5 -0.002
H -1.457836 -1.013521 1.316034 0.4 0.5 0.4 -0.147
```
Positions in Å, forces in eV/Å.



The ion C4H10NO4S2 with charge +1, computed with ωB97M-V with the def2-TZVPD basis set.

Summary:
**Energy relative to the best compared isomer or geometry (same formula, charge and spin)**: 0.0 kcal per mole
**E_LUMO**: -2.97 eV
**HOMO energy**: -15.292 eV
**Molar mass**: 200.26 g mol⁻¹
**Orbital gap**: 12.32 eV
**Total charge**: +1

Structure (XYZ):
```
21
Properties=species:S:1:pos:R:3:forces:R:3:lowdin_charge:R:1
C -2.642299 -1.158702 0.411337 0.9 -1.0 0.6 -0.071
C -1.669604 -1.839587 -0.443939 0.1 -0.3 0.4 -0.045
C -0.669498 1.749898 1.188261 0.5 -0.4 1.7 -0.101
C 3.080889 0.428605 -1.088700 0.1 1.9 -0.9 -0.106
N -1.230540 -0.775638 0.526012 1.9 -0.7 0.0 -0.188
O 0.686906 0.372439 -0.607475 0.0 -0.3 -0.9 -0.384
O -1.503742 1.072493 -1.251483 -0.3 0.2 -0.5 -0.198
O 2.075650 0.207026 1.356487 0.7 1.3 3.0 -0.219
O 1.930310 -1.756009 -0.090346 0.0 -1.0 -0.2 -0.190
S -0.737092 0.597707 -0.163254 -1.5 0.5 1.7 0.703
S 2.082150 -0.381326 0.110510 -0.1 -0.7 -2.8 0.638
H -3.036203 -0.318919 0.034247 -2.7 2.3 -2.1 0.066
H -3.229370 -1.556910 1.208142 0.5 -0.5 0.8 0.133
H -1.217883 -2.758595 -0.093769 -0.4 -0.2 -0.3 0.130
H -1.725034 -1.670641 -1.513300 0.3 0.3 0.1 0.132
H -1.536824 1.522939 1.973396 1.9 0.4 -1.9 0.138
H 0.406832 1.531935 1.704284 -2.7 1.0 -1.2 0.118
H -0.829298 2.748457 0.677401 0.5 -1.0 0.9 0.100
H 2.983138 1.506957 -0.710111 0.4 -1.4 -0.9 0.110
H 4.149590 0.124793 -1.071958 -0.8 -0.1 0.2 0.102
H 2.631916 0.353086 -2.155745 0.7 -0.2 2.0 0.132
```
Positions in Å, forces in eV/Å.



A cluster of 2 separate species, C4H10NOP in total, computed with ωB97M-V with the def2-TZVPD basis set.

Summary:
**Energy relative to the best compared isomer or geometry (same formula, charge and spin)**: 102.8 kcal per mole
**E_LUMO**: 0.91 eV
**HOMO energy**: -8.341 eV
**Molar mass**: 119.10 g mol⁻¹
**Orbital gap**: 9.25 eV

Structure (XYZ):
```
17
Properties=species:S:1:pos:R:3:forces:R:3:lowdin_charge:R:1
C 3.394720 -0.860365 -0.294996 -0.3 -1.2 -3.0 -0.189
C 2.136784 -0.078776 -0.654662 1.7 0.6 -0.1 -0.140
C -2.546200 1.798065 0.133884 -1.4 1.3 0.8 -0.069
C -1.408542 1.232371 0.504875 -0.1 2.1 -1.7 -0.351
N -1.206817 -0.057406 0.157197 2.0 -1.6 1.3 -0.377
O 2.341506 -0.790391 0.529275 -2.3 0.2 2.9 -0.091
P -2.576575 -1.030393 -0.160225 1.5 -2.9 -0.7 0.804
H 3.405248 -1.802753 -0.829491 0.7 -0.3 0.0 0.100
H 4.351375 -0.461054 0.008126 0.0 0.5 0.0 0.108
H 1.283702 -0.340723 -1.285952 0.6 -0.4 0.0 0.105
H -2.851816 2.858291 0.085331 0.6 -0.8 0.3 0.059
H 2.370912 0.964775 -0.571083 -0.6 0.7 0.1 0.088
H -3.341622 1.075581 -0.010254 -0.3 0.5 -0.5 -0.039
H -0.498265 1.747329 0.752431 0.1 0.4 0.4 0.103
H -0.486187 -0.420412 0.788708 -0.4 -0.6 -0.7 0.084
H -1.736898 -2.313290 -0.271417 -0.9 1.5 -0.6 -0.061
H -2.631325 -1.520857 1.118246 -1.0 -0.1 1.3 -0.133
```
Positions in Å, forces in eV/Å.



The molecule C4H10NOS, computed with ωB97M-V with the def2-TZVPD basis set.

Summary:
**Energy relative to the best compared isomer or geometry (same formula, charge and spin)**: 4.5 kcal per mole
**E_LUMO (alpha / beta)**: 0.84 / -1.91 eV
**HOMO energy (alpha / beta)**: -9.115 / -9.120 eV
**Molar mass**: 120.20 g mol⁻¹
**2S+1**: 2
**Orbital gap (alpha / beta)**: 9.96 / 7.21 eV

Structure (XYZ):
```
17
Properties=species:S:1:pos:R:3:forces:R:3:lowdin_charge:R:1
C -0.790082 -1.382271 1.098227 0.1 0.4 -0.1 -0.074
C -0.218826 -0.163605 0.382243 0.0 0.1 0.4 -0.484
C -1.071221 0.158248 -0.862159 1.1 -0.2 0.0 -0.536
S -2.648119 0.969558 -0.505225 -0.1 -0.4 0.4 0.716
N 1.205681 -0.436165 0.055398 -0.1 0.9 -0.8 -0.020
C 2.062737 0.722199 -0.368733 -0.5 -1.5 1.1 -0.373
O 1.776604 1.414314 -1.447716 -0.2 0.1 -0.1 0.056
H -1.814464 -1.190236 1.421306 0.0 0.0 -0.1 0.071
H -0.787600 -2.207984 0.384287 0.1 -0.2 0.3 0.085
H -0.215460 -1.591149 2.002375 0.0 -0.3 -0.1 0.076
H -0.265051 0.700733 1.060525 -0.2 0.1 -0.1 0.125
H -0.458870 0.805354 -1.466786 -0.1 0.3 -0.4 0.046
H -1.223093 -0.751243 -1.445068 -0.1 0.0 0.1 0.077
H -2.450014 2.026901 -1.274066 0.1 0.3 -0.2 -0.162
H 1.675985 -0.726829 0.904500 -0.2 -0.4 0.1 0.097
H 2.158450 1.405009 0.512299 0.0 0.3 -0.3 0.154
H 3.063335 0.247161 -0.451407 0.1 0.4 -0.2 0.147
```
Positions in Å, forces in eV/Å.



The molecule C4H10NOS, computed with ωB97M-V with the def2-TZVPD basis set.

Summary:
**Energy relative to the best compared isomer or geometry (same formula, charge and spin)**: 52.8 kcal per mole
**E_LUMO (alpha / beta)**: 0.47 / 0.27 eV
**HOMO energy (alpha / beta)**: -3.683 / -8.152 eV
**Molar mass**: 120.20 g mol⁻¹
**2S+1**: 2
**Orbital gap (alpha / beta)**: 4.15 / 8.42 eV

Structure (XYZ):
```
17
Properties=species:S:1:pos:R:3:forces:R:3:lowdin_charge:R:1
O 0.778172 0.158658 2.981592 7.2 0.0 4.8 -0.102
C -0.233976 0.236220 2.383871 -4.4 -0.1 -4.3 -0.458
C -0.112250 0.609326 0.917863 -2.2 0.1 1.3 -0.354
C -1.064505 -0.342373 0.131566 1.4 0.4 2.8 -0.271
C -1.097195 0.085184 -1.227060 -0.9 0.7 -5.6 -0.553
S 0.087134 -0.618143 -2.556074 -0.2 0.0 0.7 0.628
N 1.340939 0.593525 0.464168 0.1 -2.6 2.7 0.182
H -1.159383 -0.210728 2.742563 -0.6 -0.1 -0.2 0.083
H -0.495968 1.677256 0.877114 0.8 -0.7 -0.9 0.143
H -0.782406 -1.430992 0.346802 -0.7 1.6 -0.4 0.149
H -2.018386 -0.012052 0.591208 0.3 -1.0 -0.1 0.133
H -0.709018 1.120147 -1.401982 -0.9 -0.5 0.6 0.052
H -2.134770 0.029773 -1.708004 1.5 0.0 0.6 0.092
H 0.340134 -1.882258 -2.172958 -0.3 0.1 0.2 -0.173
H 1.947192 0.860015 1.317241 -1.3 -0.6 -0.8 0.171
H 1.493833 1.225305 -0.279233 0.4 0.6 -1.4 0.100
H 1.560233 -0.440250 0.245071 0.0 2.0 0.0 0.178
```
Positions in Å, forces in eV/Å.



The molecule C4H10NOS, computed with ωB97M-V with the def2-TZVPD basis set.

Summary:
**Energy relative to the best compared isomer or geometry (same formula, charge and spin)**: 0.0 kcal per mole
**E_LUMO (alpha / beta)**: 0.88 / -1.76 eV
**HOMO energy (alpha / beta)**: -9.038 / -9.037 eV
**Molar mass**: 120.20 g mol⁻¹
**2S+1**: 2
**Orbital gap (alpha / beta)**: 9.92 / 7.28 eV

Structure (XYZ):
```
17
Properties=species:S:1:pos:R:3:forces:R:3:lowdin_charge:R:1
C 1.737726 1.162251 0.801768 -0.4 -0.3 -1.1 -0.316
O 2.247184 1.212667 2.035245 0.1 -0.1 0.4 0.051
C 0.462078 0.335445 0.556297 0.3 -0.4 0.4 -0.420
C -0.127603 0.700146 -0.793409 -0.3 0.0 -0.3 -0.266
C -1.442035 -0.025344 -1.067621 0.9 -1.1 0.0 -0.523
S -1.134411 -1.779951 -1.577919 -0.1 0.3 0.1 0.678
N -0.512171 0.437197 1.648714 0.8 0.6 0.8 0.048
H 2.490801 0.869177 0.050993 0.3 0.0 0.1 0.140
H 1.527839 2.193853 0.474926 0.0 0.4 0.2 0.147
H 0.767543 -0.717322 0.508320 -0.1 0.0 0.0 0.132
H 0.596047 0.444956 -1.572352 0.0 0.1 0.0 0.106
H -0.298310 1.774866 -0.867739 0.0 0.2 0.2 0.112
H -1.977689 -0.142505 -0.135192 -0.5 0.5 -0.1 0.047
H -2.011450 0.420154 -1.870692 -0.2 0.2 0.1 0.059
H -1.258014 -2.275218 -0.342123 0.0 -0.1 0.0 -0.155
H -0.474061 1.400283 1.998254 -0.5 0.2 -0.5 0.083
H -0.056414 0.022522 2.463583 -0.2 -0.5 -0.2 0.076
```
Positions in Å, forces in eV/Å.



A cluster of 2 separate species, C4H10NOS in total, computed with ωB97M-V with the def2-TZVPD basis set.

Summary:
**Energy relative to the best compared isomer or geometry (same formula, charge and spin)**: 29.6 kcal per mole
**E_LUMO**: -3.52 eV
**HOMO energy**: -13.586 eV
**Molar mass**: 120.20 g mol⁻¹
**Orbital gap**: 10.06 eV
**Total charge**: +1

Structure (XYZ):
```
17
Properties=species:S:1:pos:R:3:forces:R:3:lowdin_charge:R:1
C -0.397369 0.823047 -1.691795 0.8 -2.8 0.2 -0.092
C 0.294012 -0.610130 -1.874851 -0.5 1.3 -1.8 -0.025
C 0.228234 1.173258 -0.401576 2.6 2.9 -0.1 -0.174
C 0.421484 -1.103264 -0.509578 0.1 1.2 0.5 -0.298
N 0.402064 -0.063647 0.292985 -0.7 -2.3 0.6 0.130
O 0.640558 -2.351176 -0.231104 -0.4 0.3 0.0 0.232
S -1.034636 0.128336 3.388424 -2.7 0.8 -4.2 0.621
H -0.387333 1.553689 -2.460724 0.8 0.4 -0.8 0.123
H -1.422975 0.674835 -1.474923 -1.3 -0.5 0.0 0.113
H -0.135406 -1.266109 -2.600853 -0.7 -0.6 -0.1 0.133
H 1.300646 -0.509830 -2.267922 0.6 0.3 0.1 0.150
H 1.331699 1.539364 -0.548926 -2.1 0.0 0.2 0.180
H -0.395180 1.918254 0.094572 0.5 -0.2 0.6 0.140
H -0.275557 -0.327717 4.216321 2.8 -1.4 3.6 -0.293
H 0.454269 -0.119525 1.299468 0.0 0.1 0.3 0.083
H 0.571154 -2.562116 0.709454 0.2 -0.1 0.2 0.163
H -1.595664 1.102731 4.061029 0.0 0.5 0.7 -0.186
```
Positions in Å, forces in eV/Å.



Question: What is the formula in the fourth record?
Answer: C4H10NOS



Question: Look up the molar mass of the second one.
Answer: 200.26 g mol⁻¹



Question: The lowest molar mass belongs to which entry?
Answer: C4H10NOP



Question: Among the records above, which one has the lowest molar mass?
Answer: C4H10NOP